Entry 1:
ORCA calculation (the ωB97M-V functional and the def2-TZVPD basis) on a cluster of 26 separate species, C90H222N10O26 in total.

The HOMO energy is -8.02 eV. For the largest force on an atom, the calculation gives 0.0814 hartree/bohr. The multiplicity is 1.

Last column: Löwdin charge in e.
Element x y z (Å)
C: 1.02 -4.38 4.82  0.00
C: 1.41 -2.84 4.72  -0.45
C: 1.51 -2.19 6.12  -0.09
C: 2.99 -2.44 6.78  -0.14
C: 4.11 -2.05 5.79  -0.12
C: 3.99 -2.66 4.34  -0.42
N: 2.58 -2.49 3.85  -0.12
O: 2.48 -2.97 2.59  -0.02
C: 5.03 -1.94 3.45  -0.01
C: 4.34 -4.18 4.45  -0.02
C: 0.18 -2.16 4.10  -0.06
H: 1.05 -4.83 3.82  0.07
H: 0.02 -4.53 5.25  0.08
H: 1.83 -4.86 5.36  0.07
H: 1.36 -1.11 6.19  0.08
H: 0.78 -2.74 6.72  0.11
H: 2.99 -3.47 7.14  0.09
H: 2.92 -1.86 7.69  0.10
H: 5.01 -2.51 6.21  0.11
H: 4.30 -0.98 5.84  0.09
H: 4.85 -2.06 2.38  0.06
H: 5.00 -0.86 3.59  0.06
H: 6.08 -2.23 3.54  0.09
H: 3.82 -4.80 3.72  0.06
H: 5.35 -4.35 4.07  0.08
H: 4.31 -4.67 5.43  0.08
H: -0.73 -2.18 4.70  0.07
H: -0.16 -2.46 3.11  0.06
H: 0.45 -1.10 4.03  0.08
H: 2.43 -3.89 2.84  0.04
C: -2.56 10.71 -0.43  -0.03
C: -2.01 9.31 0.09  -0.45
C: -2.35 9.21 1.60  -0.15
C: -2.05 7.86 2.24  -0.17
C: -2.88 6.77 1.53  -0.12
C: -2.58 6.72 0.00  -0.46
N: -2.69 8.13 -0.56  -0.09
O: -2.55 8.14 -1.95  -0.02
C: -1.30 6.02 -0.36  -0.03
C: -3.69 5.82 -0.70  -0.02
C: -0.49 9.39 -0.13  -0.04
H: -3.65 10.63 -0.40  0.07
H: -2.33 11.05 -1.44  0.08
H: -2.28 11.45 0.31  0.08
H: -1.76 9.91 2.20  0.12
H: -3.40 9.48 1.66  0.12
H: -2.35 7.89 3.28  0.11
H: -0.99 7.60 2.30  0.10
H: -3.96 6.97 1.55  0.12
H: -2.70 5.79 1.95  0.11
H: -1.10 6.05 -1.43  0.07
H: -0.53 6.64 0.08  0.07
H: -1.17 5.05 0.13  0.07
H: -4.67 6.29 -0.64  0.08
H: -3.49 5.50 -1.72  0.06
H: -3.75 4.90 -0.13  0.07
H: 0.11 8.80 0.57  0.06
H: -0.04 10.38 -0.07  0.08
H: -0.18 9.00 -1.10  0.08
H: -3.44 8.03 -2.31  0.11
C: -3.41 -6.45 -4.26  -0.03
C: -4.61 -5.78 -3.52  -0.46
C: -5.60 -5.25 -4.54  -0.15
C: -6.49 -6.34 -5.12  -0.17
C: -7.16 -7.10 -3.96  -0.14
C: -6.26 -7.69 -2.84  -0.46
N: -5.14 -6.75 -2.47  -0.10
O: -4.16 -7.22 -1.61  -0.02
C: -7.15 -7.97 -1.62  -0.05
C: -5.64 -9.06 -3.29  -0.04
C: -4.02 -4.52 -2.84  -0.04
H: -2.91 -5.74 -4.91  0.07
H: -3.68 -7.40 -4.73  0.07
H: -2.60 -6.64 -3.56  0.07
H: -6.24 -4.50 -4.08  0.12
H: -5.14 -4.86 -5.45  0.12
H: -5.98 -6.98 -5.85  0.11
H: -7.41 -6.01 -5.59  0.11
H: -7.64 -7.90 -4.53  0.11
H: -8.09 -6.74 -3.51  0.11
H: -7.48 -7.03 -1.19  0.08
H: -8.03 -8.54 -1.88  0.08
H: -6.60 -8.50 -0.84  0.07
H: -4.94 -9.52 -2.60  0.07
H: -6.33 -9.84 -3.61  0.08
H: -5.07 -9.02 -4.22  0.06
H: -4.86 -4.00 -2.38  0.07
H: -3.51 -3.80 -3.47  0.08
H: -3.32 -4.86 -2.07  0.07
H: -4.48 -6.82 -0.80  0.05
C: -5.63 -7.67 4.02  -0.05
C: -4.88 -6.44 3.47  -0.43
C: -4.03 -5.98 4.67  -0.14
C: -3.08 -4.78 4.29  -0.16
C: -2.21 -5.17 3.06  -0.14
C: -2.96 -5.76 1.86  -0.43
N: -3.93 -6.81 2.35  -0.12
O: -4.48 -7.63 1.38  -0.01
C: -3.59 -4.67 0.94  -0.02
C: -1.81 -6.47 1.00  -0.02
C: -5.90 -5.25 3.05  0.00
H: -6.27 -7.48 4.88  0.09
H: -4.97 -8.50 4.26  0.08
H: -6.26 -8.10 3.25  0.07
H: -4.70 -5.56 5.42  0.11
H: -3.44 -6.71 5.22  0.12
H: -2.47 -4.33 5.07  0.09
H: -3.78 -3.98 4.06  0.08
H: -1.60 -6.00 3.41  0.11
H: -1.52 -4.35 2.88  0.10
H: -2.87 -4.13 0.32  0.08
H: -4.26 -5.15 0.22  0.06
H: -4.19 -3.95 1.48  0.06
H: -2.11 -6.91 0.04  0.06
H: -1.10 -5.76 0.58  0.07
H: -1.31 -7.22 1.62  0.08
H: -5.45 -4.25 3.09  0.04
H: -6.71 -5.12 3.76  0.08
H: -6.18 -5.31 2.00  0.08
H: -4.12 -8.45 1.71  0.12
C: 5.67 1.88 -3.49  -0.02
C: 7.09 1.77 -2.92  -0.50
C: 7.60 0.42 -3.34  -0.13
C: 9.14 0.22 -2.98  -0.14
C: 9.98 1.33 -3.64  -0.15
C: 9.44 2.71 -3.27  -0.46
N: 7.96 2.81 -3.44  -0.11
O: 7.65 4.12 -3.13  -0.01
C: 9.85 3.11 -1.80  -0.03
C: 10.17 3.69 -4.22  -0.05
C: 7.03 1.79 -1.35  -0.01
H: 5.08 2.77 -3.25  0.05
H: 4.99 1.06 -3.26  0.08
H: 5.69 1.90 -4.58  0.09
H: 6.96 -0.43 -3.12  0.10
H: 7.51 0.40 -4.42  0.11
H: 9.35 -0.74 -3.46  0.11
H: 9.35 0.34 -1.92  0.10
H: 9.88 1.07 -4.70  0.12
H: 11.01 1.26 -3.29  0.12
H: 9.21 3.78 -1.24  0.08
H: 9.89 2.24 -1.13  0.06
H: 10.87 3.48 -1.71  0.08
H: 11.24 3.55 -4.30  0.08
H: 9.75 3.66 -5.22  0.08
H: 10.15 4.74 -3.93  0.08
H: 7.97 1.91 -0.82  0.06
H: 6.54 0.90 -0.96  0.08
H: 6.42 2.64 -1.05  0.07
H: 7.14 4.41 -3.89  0.11
C: -4.54 3.17 6.63  -0.03
C: -3.45 2.66 5.58  -0.46
C: -2.57 1.63 6.23  -0.16
C: -1.64 0.82 5.34  -0.17
C: -2.62 0.11 4.37  -0.13
C: -3.57 1.06 3.52  -0.45
N: -4.20 1.96 4.48  -0.10
O: -5.12 2.80 3.79  -0.02
C: -2.75 1.75 2.36  0.00
C: -4.57 0.08 2.95  -0.03
C: -2.63 3.90 5.18  -0.03
H: -5.09 2.31 7.00  0.07
H: -5.32 3.87 6.32  0.07
H: -4.02 3.62 7.48  0.08
H: -1.85 2.15 6.87  0.12
H: -3.21 0.95 6.80  0.12
H: -1.14 0.08 5.97  0.10
H: -0.91 1.44 4.81  0.09
H: -3.24 -0.48 5.04  0.11
H: -2.13 -0.68 3.81  0.09
H: -2.19 0.96 1.87  0.06
H: -3.47 2.24 1.70  0.07
H: -2.00 2.49 2.64  0.07
H: -4.57 0.08 1.86  0.06
H: -4.52 -0.97 3.24  0.08
H: -5.59 0.36 3.23  0.08
H: -1.67 3.65 4.75  0.05
H: -2.36 4.53 6.03  0.08
H: -3.06 4.53 4.40  0.07
H: -5.93 2.61 4.27  0.09
C: 0.25 2.75 0.24  -0.03
C: 0.62 2.11 -1.12  -0.43
C: 2.17 1.92 -1.19  -0.11
C: 2.64 0.68 -0.33  -0.14
C: 1.90 -0.56 -0.94  -0.14
C: 0.34 -0.51 -0.84  -0.40
N: -0.10 0.83 -1.40  -0.10
O: -1.50 0.96 -1.39  -0.01
C: -0.22 -1.71 -1.76  -0.01
C: -0.10 -0.79 0.63  -0.01
C: 0.27 3.12 -2.25  -0.02
H: -0.79 2.79 0.58  0.06
H: 0.51 3.81 0.26  0.06
H: 0.76 2.36 1.12  0.07
H: 2.49 1.63 -2.19  0.10
H: 2.73 2.84 -0.99  0.10
H: 2.37 0.69 0.72  0.10
H: 3.71 0.67 -0.55  0.09
H: 2.22 -1.45 -0.40  0.09
H: 2.36 -0.67 -1.92  0.11
H: 0.35 -2.60 -1.48  0.07
H: -1.28 -1.90 -1.63  0.06
H: -0.10 -1.57 -2.83  0.05
H: 0.70 -1.33 1.13  0.07
H: -0.44 0.12 1.13  0.06
H: -1.01 -1.39 0.74  0.07
H: -0.78 3.34 -2.43  0.08
H: 0.70 2.73 -3.18  0.07
H: 0.75 4.09 -2.09  0.08
H: -1.61 1.45 -2.21  0.08
C: 6.71 -6.78 -0.31  -0.02
C: 5.49 -6.41 -1.14  -0.51
C: 4.21 -6.48 -0.30  -0.10
C: 3.88 -5.24 0.62  -0.16
C: 3.98 -4.00 -0.19  -0.17
C: 5.28 -3.79 -0.94  -0.50
N: 5.59 -5.04 -1.71  -0.12
O: 6.58 -4.96 -2.66  0.00
C: 5.06 -2.64 -1.99  -0.02
C: 6.35 -3.32 -0.10  -0.04
C: 5.27 -7.47 -2.21  -0.04
H: 6.87 -6.11 0.53  0.08
H: 7.58 -6.96 -0.95  0.09
H: 6.54 -7.80 0.03  0.08
H: 3.27 -6.66 -0.83  0.12
H: 4.35 -7.35 0.34  0.11
H: 4.69 -5.15 1.35  0.09
H: 2.98 -5.22 1.24  0.10
H: 3.89 -3.08 0.38  0.10
H: 3.08 -4.02 -0.80  0.13
H: 4.32 -2.86 -2.76  0.07
H: 4.71 -1.67 -1.63  0.07
H: 5.95 -2.33 -2.54  0.07
H: 6.23 -2.29 0.25  0.09
H: 6.27 -3.97 0.77  0.07
H: 7.35 -3.38 -0.53  0.10
H: 4.46 -7.12 -2.85  0.08
H: 4.94 -8.46 -1.89  0.09
H: 6.12 -7.67 -2.88  0.09
H: 6.02 -4.99 -3.44  0.06
C: 3.39 3.15 7.03  -0.02
C: 2.68 2.85 5.64  -0.42
C: 1.63 3.94 5.20  -0.12
C: 2.32 5.23 4.67  -0.17
C: 3.49 4.87 3.76  -0.14
C: 4.53 3.78 4.06  -0.49
N: 3.81 2.64 4.62  -0.11
O: 4.70 1.58 4.90  -0.02
C: 5.10 3.40 2.66  -0.04
C: 5.63 4.35 5.01  -0.03
C: 1.90 1.53 5.74  -0.05
H: 3.86 4.13 7.02  0.06
H: 4.15 2.50 7.44  0.08
H: 2.64 3.18 7.82  0.08
H: 1.09 3.55 4.33  0.11
H: 0.99 4.22 6.04  0.12
H: 2.67 5.74 5.58  0.10
H: 1.57 5.93 4.30  0.11
H: 3.98 5.84 3.67  0.12
H: 3.13 4.62 2.76  0.10
H: 5.92 2.68 2.71  0.08
H: 4.37 2.97 1.98  0.07
H: 5.59 4.21 2.13  0.08
H: 6.31 4.99 4.45  0.08
H: 5.18 5.01 5.75  0.06
H: 6.26 3.65 5.57  0.08
H: 1.05 1.77 6.38  0.08
H: 2.55 0.80 6.21  0.07
H: 1.44 1.20 4.81  0.08
H: 4.40 0.90 4.29  0.07
C: -8.50 0.43 -0.78  -0.03
C: -7.62 1.18 -1.78  -0.51
C: -6.93 2.38 -1.12  -0.15
C: -5.76 1.96 -0.27  -0.16
C: -4.68 1.21 -1.16  -0.09
C: -5.34 -0.04 -1.83  -0.40
N: -6.65 0.35 -2.50  -0.14
O: -7.28 -0.64 -3.28  0.00
C: -4.26 -0.49 -2.88  -0.03
C: -5.56 -1.21 -0.80  -0.01
C: -8.47 1.85 -2.87  -0.04
H: -8.08 0.33 0.22  0.07
H: -8.79 -0.55 -1.17  0.08
H: -9.50 0.83 -0.69  0.09
H: -6.67 3.16 -1.83  0.12
H: -7.71 2.86 -0.53  0.12
H: -6.22 1.32 0.47  0.09
H: -5.33 2.80 0.28  0.10
H: -3.87 0.97 -0.47  0.09
H: -4.40 1.91 -1.94  0.10
H: -3.42 -0.96 -2.35  0.06
H: -4.50 -1.05 -3.78  0.08
H: -3.78 0.33 -3.42  0.06
H: -6.49 -1.06 -0.25  0.06
H: -5.60 -2.19 -1.29  0.06
H: -4.73 -1.19 -0.09  0.07
H: -7.86 2.52 -3.48  0.08
H: -9.21 2.47 -2.38  0.08
H: -8.98 1.10 -3.47  0.09
H: -7.67 -1.27 -2.68  0.08
O: -2.10 5.64 -3.86  -0.03
H: -1.36 5.52 -4.45  0.02
H: -1.80 6.30 -3.22  0.01
O: 0.49 5.92 -5.62  -0.04
H: 1.19 5.97 -6.27  0.04
H: 0.84 6.40 -4.86  -0.01
O: 2.47 2.31 -6.00  -0.05
H: 3.24 2.53 -6.52  0.05
H: 1.92 1.80 -6.61  -0.03
O: 1.55 7.02 -3.11  -0.05
H: 2.24 6.36 -3.14  0.00
H: 1.71 7.51 -2.30  0.01
O: 4.43 4.92 -1.71  -0.05
H: 3.83 4.28 -2.08  -0.01
H: 5.30 4.63 -1.98  0.02
O: -4.08 3.40 -6.84  -0.07
H: -3.21 3.01 -6.93  0.00
H: -4.27 3.37 -5.90  -0.03
O: 0.69 0.87 -7.38  -0.03
H: 0.27 0.51 -6.60  -0.01
H: 1.15 0.13 -7.78  0.06
O: 3.06 4.49 -4.23  -0.04
H: 3.46 5.01 -4.93  0.05
H: 2.75 3.69 -4.67  -0.01
O: -3.52 3.26 -4.33  -0.06
H: -3.33 4.08 -3.87  0.03
H: -2.68 2.98 -4.70  0.02
O: 2.65 6.91 -0.57  -0.05
H: 3.02 6.04 -0.71  0.00
H: 2.93 7.15 0.31  0.04
O: 3.41 -2.55 -5.94  -0.03
H: 4.12 -2.59 -6.59  0.06
H: 2.64 -2.29 -6.45  0.03
O: -5.72 1.80 -4.76  -0.06
H: -5.00 2.25 -4.33  -0.03
H: -6.08 1.21 -4.09  -0.02
O: -0.43 0.30 -4.99  -0.03
H: 0.09 0.19 -4.20  0.05
H: -0.75 -0.58 -5.20  0.04
O: 4.25 -4.86 -4.54  -0.05
H: 4.35 -4.79 -3.59  -0.01
H: 3.69 -4.12 -4.78  -0.01
O: -0.39 -2.75 -5.38  -0.03
H: -1.05 -3.42 -5.18  0.04
H: 0.27 -3.21 -5.89  0.04
O: -1.05 2.91 -5.78  -0.03
H: -0.65 2.23 -5.25  0.00
H: -0.39 3.11 -6.45  0.05

Entry 2:
ORCA calculation (the ωB97M-V functional and the def2-TZVPD basis) on an isolated molecule of CH3N5.

The HOMO energy is -9.15 eV. For the largest force on an atom, the calculation gives 0.0248 hartree/bohr. The multiplicity is 1. As for the relative energy (zero: lowest compared OMol25 entry of this formula, charge and spin): 38.6 kcal/mol.

Last column: natural (NBO) charge in e.
Element x y z (Å)
C: -0.72 -0.39 -0.06  0.45
H: -2.42 0.45 -0.21  0.34
H: 2.15 0.67 0.27  0.39
H: 0.02 1.45 0.60  0.39
N: -1.99 -0.48 -0.10  -0.65
N: 0.13 -1.52 -0.05  -0.23
N: 1.32 -1.14 -0.07  0.05
N: 1.39 0.19 -0.22  -0.27
N: 0.12 0.77 -0.16  -0.48